Record 1
The following is a DFT calculation (ωB97M-V/def2-TZVPD) of a cluster of 14 separate species, C64H165N9O28 in total in a non-equilibrium geometry.

Results
LUMO energy   -0.0003 hartree
Frontier orbital gap   8.08 eV

Each line ends with the Mulliken charge.
Atoms and positions in Å:
1 C -32.30174 0.34015 18.55059  -0.77
2 O -32.25446 1.48798 19.43600  -0.34
3 C -32.75218 2.69541 18.91683  -0.43
4 C -32.78084 3.80995 19.99285  -0.98
5 N -31.61973 4.62607 20.25029  0.03
6 C -30.55785 3.72056 20.76502  -0.56
7 C -29.30522 4.48644 21.31956  -0.72
8 O -28.82414 5.44896 20.30340  -0.43
9 C -28.83996 6.81289 20.71218  -0.59
10 H -33.33178 0.07570 18.31147  0.30
11 H -31.93042 -0.52803 19.09509  0.25
12 H -31.69508 0.56189 17.67258  0.30
13 H -33.71859 2.61383 18.41933  0.55
14 H -31.97253 2.98113 18.21071  0.29
15 H -33.00113 3.26749 20.91227  0.43
16 H -33.59766 4.44815 19.65583  0.33
17 H -31.38396 5.27186 19.51037  0.09
18 H -30.12716 3.01901 20.05056  0.28
19 H -30.97606 3.07771 21.53958  0.41
20 H -28.55093 3.73462 21.55177  0.40
21 H -29.49667 5.00903 22.25676  0.35
22 H -28.40930 7.45100 19.94051  0.21
23 H -28.34466 6.83709 21.68284  0.36
24 H -29.91616 6.88570 20.86902  0.24
25 C -18.66744 14.07290 19.33407  -0.71
26 O -19.85934 13.35716 19.10332  -0.35
27 C -20.75036 14.04748 18.28195  -0.69
28 C -22.13834 13.30632 17.99780  -0.42
29 N -23.01838 14.05736 17.08610  -0.41
30 C -23.51490 15.26325 17.80716  -0.56
31 C -24.60670 15.99411 17.03560  -1.00
32 O -25.83077 15.29700 17.19545  0.01
33 C -26.78679 15.88951 16.23986  -0.57
34 H -18.25625 14.40175 18.37967  0.30
35 H -17.91613 13.49961 19.87717  0.25
36 H -18.82367 14.96192 19.94510  0.30
37 H -20.36025 14.34498 17.30861  0.34
38 H -20.93911 14.90876 18.92278  0.33
39 H -22.64380 13.15996 18.95236  0.27
40 H -21.94285 12.34018 17.53254  0.41
41 H -23.77658 13.46336 16.78213  0.21
42 H -22.74509 15.91967 18.21291  0.39
43 H -23.99599 14.88648 18.70977  0.31
44 H -24.26942 16.18168 16.01622  0.41
45 H -24.67063 17.01709 17.40643  0.47
46 H -27.75512 15.44726 16.47409  -0.12
47 H -26.57999 15.84296 15.17068  0.28
48 H -26.89650 16.94310 16.49676  0.44
49 C -35.91059 6.46340 25.29254  -0.82
50 O -36.34950 7.67268 24.67134  -0.42
51 C -35.60143 8.01523 23.51963  -0.13
52 C -34.26074 8.66668 23.92660  -0.58
53 N -34.37997 9.77400 24.79790  -0.31
54 C -33.29707 9.76374 25.74098  -1.01
55 C -33.31862 10.92354 26.82055  -1.00
56 O -32.93880 12.11200 26.17339  0.12
57 C -32.57296 13.10563 27.10243  -0.98
58 H -34.90180 6.11776 25.06675  0.34
59 H -36.55216 5.68631 24.87708  0.35
60 H -36.29365 6.46831 26.31300  0.28
61 H -36.18187 8.74340 22.95309  0.02
62 H -35.42526 7.16232 22.86418  0.43
63 H -33.66190 8.99102 23.07554  0.07
64 H -33.66649 7.80511 24.23101  0.23
65 H -35.15323 9.45317 25.36291  0.56
66 H -32.35832 9.71351 25.18932  0.27
67 H -33.37685 8.84530 26.32253  0.67
68 H -32.64505 10.56728 27.59995  0.49
69 H -34.30818 11.04146 27.26210  0.48
70 H -32.34995 14.08920 26.68894  0.10
71 H -31.84431 12.84563 27.87027  0.38
72 H -33.42665 13.38476 27.72000  0.41
73 C -31.23426 14.28139 20.43114  0.62
74 O -30.25723 14.91362 21.24135  -0.45
75 C -29.08200 14.04591 21.42433  0.19
76 C -28.43414 14.44876 22.71224  -1.26
77 N -28.90986 13.83248 23.96761  -0.56
78 C -30.35785 13.93079 24.18699  0.52
79 C -30.80676 15.38201 24.44624  0.57
80 O -29.99707 16.11771 25.38604  -0.54
81 C -30.72788 17.29687 25.79019  -0.72
82 H -32.16338 14.79551 20.67715  0.17
83 H -31.49300 13.28539 20.79047  -0.34
84 H -31.04189 14.27518 19.35827  -0.21
85 H -28.32439 14.12997 20.64518  0.45
86 H -29.41493 13.00971 21.36474  -0.10
87 H -28.47668 15.52233 22.89583  0.44
88 H -27.37549 14.20023 22.78691  0.46
89 H -28.39408 14.30074 24.69890  0.33
90 H -30.50917 13.22868 25.00689  0.03
91 H -30.85645 13.48296 23.32736  -0.73
92 H -31.85699 15.35255 24.73649  -0.57
93 H -30.77158 16.08332 23.61256  0.69
94 H -31.74969 17.08043 26.10187  0.20
95 H -30.88570 18.11378 25.08603  0.31
96 H -30.21449 17.82308 26.59495  0.39
97 C -35.86421 11.62004 19.20074  -1.30
98 O -34.54884 11.17483 19.52628  0.90
99 C -34.50511 9.77518 19.58980  -0.08
100 C -33.04622 9.59878 20.12122  -0.70
101 N -32.05405 9.99009 19.06083  1.45
102 C -30.75052 10.25018 19.66226  -0.06
103 C -29.83813 10.74446 18.59179  -0.48
104 O -30.00868 12.18032 18.46471  0.67
105 C -29.09776 12.81376 17.57834  -1.10
106 H -36.64604 11.34537 19.90883  0.29
107 H -36.07819 11.28636 18.18537  0.32
108 H -35.96042 12.70369 19.13345  -0.15
109 H -34.77645 9.31646 18.63899  -0.27
110 H -35.22668 9.32955 20.27453  0.27
111 H -32.94092 8.59766 20.53927  0.68
112 H -33.01083 10.23978 21.00212  -0.61
113 H -32.47073 10.86060 18.76300  -0.91
114 H -30.28069 9.36123 20.08313  0.14
115 H -30.54736 11.03147 20.39467  -0.13
116 H -30.00068 10.27408 17.62204  0.18
117 H -28.81409 10.46365 18.83795  0.00
118 H -28.11235 13.05189 17.97879  0.13
119 H -29.63776 13.71245 17.28027  0.00
120 H -28.93683 12.25048 16.65914  0.39
121 C -38.51514 9.91955 14.10217  -0.45
122 O -39.16369 8.65136 14.18651  -0.41
123 C -38.38954 7.48607 14.21922  -0.65
124 C -37.65654 7.22382 15.52409  -0.22
125 N -38.47187 7.67021 16.72377  -0.35
126 C -37.71376 7.63881 17.92362  -0.31
127 C -38.42057 8.25108 19.10442  -0.39
128 O -38.85727 9.55387 18.81696  -0.15
129 C -39.72103 10.15854 19.78727  -0.50
130 H -39.31435 10.64719 13.96112  0.20
131 H -37.92000 10.08414 13.20393  0.37
132 H -37.93650 10.16850 14.99171  0.06
133 H -37.66994 7.51979 13.40122  0.36
134 H -39.00082 6.61275 13.99173  0.34
135 H -36.62720 7.57514 15.45234  0.01
136 H -37.61231 6.13501 15.49848  0.36
137 H -38.90448 8.56798 16.55960  0.26
138 H -36.85529 8.26778 17.68799  0.07
139 H -37.34604 6.61762 18.02395  0.38
140 H -37.68074 8.31289 19.90250  0.15
141 H -39.15537 7.51041 19.41997  0.46
142 H -40.75229 10.08087 19.44296  0.33
143 H -39.38634 11.19391 19.85139  -0.12
144 H -39.64449 9.72436 20.78414  0.37
145 C -25.55949 11.58508 18.34953  -0.67
146 O -25.38962 12.01853 17.04039  0.58
147 C -25.39068 11.05748 15.98213  -1.24
148 C -25.27824 11.73383 14.58305  -0.41
149 N -26.59152 12.30451 14.23484  0.32
150 C -26.37445 13.28537 13.08757  -0.90
151 C -26.05454 12.57217 11.74980  -0.75
152 O -24.73271 12.09807 11.83581  -0.33
153 C -24.40190 11.24499 10.72532  -0.82
154 H -25.54729 12.47381 18.98050  0.22
155 H -24.72950 10.90731 18.54915  0.35
156 H -26.53440 11.12761 18.51794  -0.13
157 H -26.32529 10.53476 16.18553  0.39
158 H -24.56767 10.35205 16.09671  0.52
159 H -24.90143 10.94399 13.93324  0.26
160 H -24.53895 12.52560 14.70410  0.54
161 H -26.88632 12.70319 15.11476  -0.37
162 H -25.56674 13.92862 13.43678  0.61
163 H -27.20658 13.97864 12.96503  0.49
164 H -26.18130 13.20254 10.86964  0.56
165 H -26.71722 11.73851 11.51748  0.34
166 H -25.00521 10.35993 10.92722  0.32
167 H -23.35248 10.97402 10.84112  0.27
168 H -24.69714 11.55225 9.72207  0.31
169 C -34.83251 18.08135 27.02428  -0.82
170 O -34.36902 16.96520 26.38642  -0.19
171 C -34.42277 17.18217 24.92549  -0.23
172 C -35.78759 16.79017 24.19207  -0.04
173 N -35.74569 17.14568 22.78899  -0.35
174 C -36.93260 16.94488 22.07569  0.18
175 C -36.64382 16.89874 20.58576  -1.15
176 O -35.92677 15.72261 20.27412  0.30
177 C -35.19477 15.74137 19.00773  -0.84
178 H -34.86716 17.86230 28.09149  0.25
179 H -35.82900 18.42091 26.74180  0.28
180 H -34.10132 18.88056 26.90299  0.35
181 H -33.69414 16.56234 24.40297  -0.37
182 H -33.99468 18.13983 24.62933  0.49
183 H -36.59263 17.35962 24.65656  0.55
184 H -35.97996 15.71821 24.23685  0.02
185 H -35.14682 16.48964 22.30830  0.13
186 H -37.71903 17.67227 22.27699  0.51
187 H -37.35300 15.96682 22.30968  -0.32
188 H -36.12403 17.84258 20.42119  0.46
189 H -37.60547 16.81920 20.07880  0.39
190 H -34.39006 16.47614 18.98197  0.46
191 H -35.86752 15.83965 18.15576  0.37
192 H -34.68017 14.78974 18.87474  -0.15
193 C -38.40084 11.69206 23.86747  -0.86
194 O -38.74398 12.03826 22.55499  -0.23
195 C -38.18561 13.30298 22.19612  0.03
196 C -38.95603 13.85996 21.03503  0.37
197 N -40.42600 14.06866 21.17652  -0.50
198 C -40.88271 14.68000 19.92539  -0.82
199 C -40.87579 13.83002 18.65229  -0.45
200 O -39.58490 13.76452 18.01091  -0.27
201 C -39.38382 13.00664 16.84244  -0.61
202 H -38.79086 12.20787 24.74491  0.27
203 H -37.33203 11.57407 24.04587  0.26
204 H -38.67391 10.63779 23.91259  0.36
205 H -37.15042 13.26686 21.85673  -0.13
206 H -38.25769 13.96574 23.05846  0.67
207 H -38.58512 13.32221 20.16248  -0.32
208 H -38.59284 14.87896 20.90147  -0.44
209 H -40.77931 13.12302 21.20851  0.38
210 H -40.39621 15.62791 19.69543  0.32
211 H -41.94136 14.92829 19.84992  0.37
212 H -41.70780 13.97432 17.96306  0.61
213 H -41.11788 12.81898 18.97983  0.20
214 H -40.21186 12.30490 16.74245  0.37
215 H -38.45184 12.44315 16.88696  0.00
216 H -39.34583 13.53452 15.88956  0.36
217 C -33.46096 11.94394 16.16630  0.92
218 C -33.48475 11.13243 14.88802  -0.85
219 O -32.41287 10.10387 15.00937  -0.22
220 O -32.24332 12.58408 16.34349  0.45
221 H -33.49030 11.36454 17.08909  -0.90
222 H -34.36100 12.55842 16.14588  0.47
223 H -33.23421 11.84244 14.09985  0.27
224 H -34.38936 10.58018 14.63344  0.41
225 H -32.73894 9.29917 15.41895  -0.02
226 H -31.64444 11.87823 16.59787  -0.44
227 C -32.55432 7.43305 16.78218  1.04
228 C -31.34825 6.57866 16.42356  -0.66
229 O -31.62243 5.18461 16.29310  -0.52
230 O -33.48345 7.63023 15.77988  -0.59
231 H -32.24259 8.43410 17.08024  -0.80
232 H -33.09982 7.00641 17.62391  0.28
233 H -30.47545 6.64679 17.07293  0.32
234 H -30.90070 7.03830 15.54235  0.32
235 H -32.51947 5.12110 15.95711  0.37
236 H -33.79033 6.76403 15.50214  0.34
237 C -31.38574 15.90093 14.80837  -0.22
238 C -32.21952 15.94526 16.12184  0.51
239 O -32.73079 17.21801 16.20169  -0.62
240 O -32.24701 16.14400 13.69184  -0.57
241 H -30.96927 14.90612 14.65027  0.00
242 H -30.55042 16.59265 14.91729  0.29
243 H -31.62290 15.76123 17.01530  0.01
244 H -33.01372 15.20058 16.17490  -0.10
245 H -33.35963 17.33980 15.48663  0.36
246 H -32.20633 17.10276 13.66508  0.38
247 C -33.77520 12.21739 22.50240  -0.25
248 C -34.09235 13.61570 23.14380  1.79
249 O -34.47017 13.38499 24.49150  -0.60
250 O -32.78577 11.53358 23.28367  -0.38
251 H -33.37419 12.31175 21.49326  -0.34
252 H -34.69963 11.64677 22.41336  0.24
253 H -34.73113 14.13901 22.43232  -0.05
254 H -33.14423 14.15038 23.20087  -0.70
255 H -33.83809 12.73101 24.79875  0.19
256 H -33.32460 10.97432 23.84802  -0.04
257 C -29.36274 10.17986 13.03785  -0.52
258 C -29.73876 11.67541 13.26173  0.90
259 O -29.44218 12.45520 12.20417  -0.48
260 O -27.95374 10.04612 12.78376  -0.62
261 H -29.94912 9.66216 12.27874  0.40
262 H -29.44880 9.70236 14.01391  0.25
263 H -29.11987 12.06532 14.06985  -0.61
264 H -30.74280 11.88028 13.63327  -0.15
265 H -29.74972 12.02952 11.40055  0.34
266 H -27.44124 10.56944 13.40431  0.22


Record 2
The following is a DFT calculation (ωB97M-V/def2-TZVPD) of an isolated molecule of C4H5NOS in a non-equilibrium geometry.

Results
LUMO energy   0.0222 hartree
Frontier orbital gap   8.62 eV
SMILES   Nc1ccoc1S

Each line ends with the Mulliken charge.
Atoms and positions in Å:
1 N 1.81363 -0.60226 0.69661  -0.61
2 C 0.48876 -0.08025 0.76178  0.63
3 C -0.30742 0.13061 1.94586  -0.39
4 C -1.52588 0.32389 1.40942  -0.18
5 O -1.47856 0.21430 0.05915  -0.36
6 C -0.28759 0.02509 -0.32429  0.02
7 S 0.34894 -0.08181 -1.97363  -0.32
8 H 2.66246 -0.09390 1.10950  0.23
9 H 2.02062 -0.96230 -0.46571  0.28
10 H 0.20484 0.55623 2.97487  0.23
11 H -2.53003 0.73292 1.84894  0.32
12 H 0.98494 1.18139 -1.99563  0.17


Record 3
The following is a DFT calculation (ωB97M-V/def2-TZVPD) of an isolated molecule of C5H7FO in a non-equilibrium geometry.

Results
LUMO energy (alpha / beta)   0.0257 / 0.0354 hartree
Frontier orbital gap (alpha / beta)   7.78 / 8.96 eV

Each line ends with the Mulliken charge.
Atoms and positions in Å:
1 C 1.82164 -0.16180 -0.11465  -0.53
2 C 0.77183 0.94300 0.10049  -0.65
3 C 0.73994 -1.25270 -0.01028  -0.44
4 C -2.69010 0.47177 -0.30682  -0.05
5 C -0.21468 -0.19775 0.15510  0.29
6 O -1.56511 -0.27211 -0.09236  -0.26
7 F -3.78135 -0.11464 0.25090  -0.22
8 H 2.26173 -0.26156 -1.07842  0.31
9 H 2.42579 -0.11597 0.69037  0.29
10 H 0.94535 1.34750 1.06634  0.20
11 H 0.46948 1.77035 -0.47288  0.38
12 H 0.78029 -1.80167 -0.98791  0.20
13 H 0.69237 -1.89602 0.86635  0.25
14 H -2.65718 1.54159 -0.06623  0.23